[1]
A structure of composition C33H34GeIrN4OS at a distorted geometry. Source: OMol25; level of theory: ωB97M-V/def2-TZVPD.

Summary:
- Spin multiplicity: 5
- Energy: -4150.561741 a.u.
- Charge: +3
- Expectation value of S²: 6.0891
- Relative energy (zero: lowest compared OMol25 entry of this formula, charge and spin): 116.5 kJ/mol
- Orbital gap (alpha / beta): 6.9 / 3.2 eV

Each line ends with the Mulliken charge.
Geometry (Å):
Ir -0.17155 -0.15238 -0.17397  1.2533
C -6.26852 0.51856 1.21101  -1.0349
C -5.32731 0.45093 2.41268  -0.6281
N -4.15947 -0.41158 2.15949  0.0439
C -4.15356 -1.75127 2.76501  -0.8336
C -4.89483 -2.80531 1.94241  -0.9191
C -3.20575 0.01262 1.34861  0.6329
S -2.00209 -1.19343 0.86124  -0.3881
N -3.24519 1.24514 0.90345  -0.0798
C -2.35262 1.96888 0.25224  -0.2023
O -1.14246 1.61786 -0.00593  -0.5921
C -2.76787 3.30907 -0.17018  1.1272
C -4.06712 3.76175 0.08897  -0.3573
C -4.47355 5.00205 -0.36378  -0.7912
C -3.58816 5.80994 -1.06777  -0.3970
C -2.28831 5.37777 -1.31039  -1.1578
C -1.87749 4.13776 -0.86214  0.1099
H -7.09682 1.18666 1.44197  0.3647
H -6.68234 -0.46299 0.98495  0.3309
H -5.75401 0.89733 0.32876  0.3016
H -5.85090 0.04479 3.27410  0.4125
H -4.96938 1.44656 2.66843  0.4376
H -4.63128 -1.66163 3.73843  0.4107
H -3.12154 -2.05686 2.93678  0.4831
H -5.95499 -2.57517 1.85636  0.3224
H -4.80069 -3.76782 2.44388  0.3912
H -4.47376 -2.89751 0.94056  0.2933
H -4.73939 3.13075 0.65009  0.4075
H -5.47986 5.34777 -0.17182  0.4901
H -3.90748 6.77957 -1.42530  0.4658
H -1.60103 6.01249 -1.85394  0.5291
H -0.86222 3.80392 -1.03637  0.4569
N 1.50486 -0.78884 1.48286  -0.3122
C 2.02383 -2.08000 1.08059  0.4526
C 2.96694 -2.77037 1.79850  -0.5201
C 3.40877 -4.03389 1.36793  -0.7846
C 2.89745 -4.59711 0.23120  -0.9353
C 1.93771 -3.90408 -0.54035  0.6298
C 1.38653 -4.41905 -1.73110  -0.5289
C 0.48296 -3.66774 -2.44646  -0.9732
C 0.12337 -2.41064 -1.97192  -0.1271
N 0.60400 -1.89927 -0.83594  -0.0268
C 1.51020 -2.62574 -0.10924  0.0688
H 2.25569 -0.10809 1.56036  0.3455
H 1.07771 -0.85149 2.40384  0.3399
H 3.37439 -2.34750 2.70931  0.5267
H 4.15541 -4.55841 1.94793  0.4382
H 3.22007 -5.57619 -0.09910  0.4619
H 1.68302 -5.40154 -2.07765  0.4863
H 0.04897 -4.02825 -3.36773  0.4668
H -0.57257 -1.79536 -2.52863  0.5588
Ge 1.57437 1.11172 -1.47992  0.2156
C 1.99735 2.91815 -0.71457  0.4691
C 3.05720 3.61508 -1.35784  -0.4416
C 3.50730 4.79213 -0.81818  -0.7114
C 2.87128 5.31402 0.32474  -0.5312
C 1.80599 4.62563 0.95802  -0.7631
C 1.34878 3.44860 0.42047  -0.1607
C 0.99116 1.32563 -3.34890  0.5335
C -0.14136 2.06952 -3.67906  0.1132
C -0.46336 2.24612 -5.01606  -0.6610
C 0.32972 1.66153 -5.99745  -0.4652
C 1.44820 0.90830 -5.66012  -0.6408
C 1.77946 0.71869 -4.32601  -0.6222
H 2.92530 0.37317 -1.58745  0.0112
H 3.52547 3.21987 -2.25094  0.4196
H 4.33112 5.31610 -1.28480  0.4428
H 3.18418 6.27811 0.71038  0.4158
H 1.34458 5.02304 1.85262  0.4516
H 0.51839 2.92986 0.87951  0.4626
H -0.76200 2.51594 -2.91169  0.2546
H -1.32929 2.83633 -5.28381  0.4527
H 0.06685 1.78566 -7.04000  0.4372
H 2.06666 0.46207 -6.42731  0.4421
H 2.64976 0.12906 -4.06371  0.4255

Force components x, y, z for each atom (eV/Å):
Ir -1.17 -0.38 1.30
C 0.07 -0.15 0.00
C -0.34 0.35 0.07
N 0.03 0.28 -0.31
C -0.06 -0.43 0.20
C 0.03 0.16 -0.17
C 0.96 -1.68 0.04
S 0.76 0.02 -0.30
N -1.01 2.20 -0.48
C 1.07 -1.66 0.51
O -0.54 1.08 -0.25
C 0.72 -0.39 -0.11
C -1.58 1.06 0.11
C -0.52 -0.81 0.56
C -0.94 0.48 0.09
C 1.64 -1.06 -0.06
C 0.59 0.84 -0.61
H -0.01 -0.01 0.06
H -0.02 0.04 -0.05
H -0.03 -0.03 -0.01
H 0.10 -0.04 0.04
H 0.02 -0.06 0.08
H 0.04 0.16 0.03
H -0.05 0.10 -0.03
H -0.01 0.01 0.02
H 0.01 0.04 0.02
H -0.01 -0.02 0.02
H -0.05 -0.02 -0.02
H 0.01 -0.02 0.02
H -0.04 0.06 -0.01
H 0.02 0.00 0.03
H -0.05 0.03 0.03
N -0.30 0.07 -0.13
C 0.14 -0.17 0.06
C -0.19 0.21 -0.04
C 0.02 -0.19 -0.12
C 0.05 0.00 0.07
C -0.07 0.19 -0.02
C -0.13 0.11 -0.10
C 0.20 -0.19 0.06
C 0.13 0.04 0.20
N -0.18 -0.57 -0.59
C 0.10 -0.02 0.03
H 0.01 0.13 -0.06
H -0.05 0.04 -0.02
H -0.01 0.02 -0.01
H -0.02 0.00 0.00
H 0.03 0.01 0.02
H 0.01 0.01 0.01
H 0.01 0.00 0.00
H -0.01 0.02 0.07
Ge 1.27 1.81 -1.36
C -0.41 -0.13 0.03
C -0.99 -1.33 0.45
C -0.52 0.83 0.93
C -0.38 -0.43 0.06
C 1.02 1.18 -0.53
C 0.68 -0.80 -0.85
C 0.21 -0.49 1.66
C -0.44 0.13 -0.72
C -0.11 0.23 0.63
C -0.05 0.00 -0.29
C 0.48 -0.16 0.29
C -0.17 -0.22 -0.78
H -0.17 -0.31 0.17
H 0.02 -0.10 0.02
H -0.06 0.10 0.05
H 0.08 -0.17 0.08
H 0.06 0.15 -0.03
H 0.11 -0.08 0.05
H 0.03 -0.06 0.02
H 0.02 -0.01 -0.10
H -0.01 -0.02 0.00
H -0.04 0.07 -0.07
H -0.06 -0.03 0.03

***

[2]
A cluster of 2 separate species, C33H34N2O5S2 in total at a distorted geometry. Source: OMol25; level of theory: ωB97M-V/def2-TZVPD.

Summary:
- Energy: -2559.779895 a.u.
- Charge: 0
- Orbital gap: 4.0 eV

Each line ends with the Mulliken charge.
Geometry (Å):
C -0.11077 -2.78020 -1.46786  -0.9082
O 0.52253 -1.49221 -1.04005  0.1116
C 1.38065 -0.75745 -1.71613  -0.4469
S 3.17335 -1.11347 -1.48685  1.5476
C 3.75991 -1.17112 0.20329  -0.2164
C 4.07332 0.01008 0.86855  -0.3388
C 4.63954 -0.04634 2.13901  -0.6776
C 4.92322 -1.27507 2.74605  -0.4234
C 4.72330 -2.44696 2.00931  -0.6695
C 4.16826 -2.39603 0.72918  -0.3276
O 3.31127 -2.47591 -1.99241  -0.7407
O 3.88451 -0.01444 -2.11808  -0.6220
S 1.09519 -0.30768 -3.50411  1.7454
C 2.52426 -0.61074 -4.58817  -0.3190
C 3.40728 0.41754 -4.91766  -0.0327
C 4.47923 0.18541 -5.77778  -0.7013
C 4.67297 -1.08482 -6.32722  -0.3536
C 3.81572 -2.12848 -5.96532  -0.7220
C 2.74627 -1.88763 -5.09980  -0.1934
O 0.08171 -1.26429 -3.95101  -0.7722
O 0.82302 1.11931 -3.55274  -0.7371
H 0.66764 -3.54532 -1.47370  0.2263
H -0.86109 -2.97321 -0.70127  0.2540
H -0.55963 -2.62093 -2.45011  0.3229
H 3.83682 0.96069 0.39955  0.4146
H 4.83659 0.88109 2.67373  0.5592
H 5.29650 -1.31857 3.77597  0.4439
H 4.98737 -3.41465 2.43563  0.3660
H 4.02542 -3.29276 0.12866  0.4998
H 3.26636 1.39527 -4.47188  0.3814
H 5.15862 1.00909 -6.01009  0.3533
H 5.48928 -1.26257 -7.03192  0.3563
H 3.96877 -3.13548 -6.35948  0.3528
H 2.08259 -2.69005 -4.79346  0.3721
C -0.40797 1.75085 6.58626  -0.9896
N 0.35931 1.36795 5.42694  0.0326
C 1.73252 0.91016 5.54282  -0.8767
C 2.10379 0.51183 4.09459  -0.2161
C 0.85430 0.69423 3.30868  1.1851
C -0.11434 1.27614 4.16205  0.5949
C -1.37698 1.66711 3.68519  -1.3254
C -1.65473 1.45269 2.36045  -0.7268
C -0.76562 0.72588 1.50795  -0.2927
C -1.17460 0.38087 0.19128  -0.2329
C -2.54462 0.19320 -0.14054  0.6589
C -3.02852 0.53818 -1.44142  -0.7060
C -4.36672 0.83369 -1.60122  0.8374
C -5.26963 0.67797 -0.52084  0.3410
N -6.49008 1.17282 -0.84769  0.0756
C -7.64060 1.22655 0.01978  -1.0554
C -6.55798 1.59859 -2.23356  -0.6782
C -5.10462 1.43828 -2.74148  -0.7397
C -4.84623 0.12460 0.70322  -1.0110
C -3.51184 -0.16755 0.86978  -0.7296
C 0.53159 0.39621 2.00375  -0.7355
H -1.46026 1.85866 6.30862  0.3002
H -0.33148 0.98584 7.37308  0.3157
H -0.05828 2.70818 7.00169  0.3004
H 2.38391 1.72087 5.91278  0.3106
H 1.81296 0.06246 6.24756  0.3341
H 2.90111 1.17391 3.73065  0.0113
H 2.49858 -0.50868 4.05267  0.3031
H -2.09316 2.12885 4.35569  0.2601
H -2.59109 1.83741 1.95919  0.6385
H -0.42801 0.39058 -0.58604  0.2829
H -2.30426 0.65962 -2.25070  0.5699
H -7.31854 1.29357 1.06306  0.3435
H -8.24939 2.10774 -0.21923  0.3396
H -8.27529 0.33416 -0.08634  0.2979
H -7.24918 0.95955 -2.80472  0.2980
H -6.91678 2.63506 -2.31383  0.3695
H -4.71066 2.41376 -3.05393  0.2754
H -5.07352 0.78325 -3.61459  0.3129
H -5.56741 -0.03015 1.50016  0.3408
H -3.19302 -0.60519 1.82085  0.6424
H 1.20735 -0.15184 1.35552  0.6380

Force components x, y, z for each atom (eV/Å):
C 1.03 0.92 0.00
O -2.47 -2.23 0.96
C 3.26 2.57 -1.25
S -2.59 -0.25 -2.09
C 0.50 -0.09 0.11
C -0.32 0.01 0.24
C 0.00 -0.06 0.12
C -0.07 -0.05 -0.41
C -0.06 0.06 0.16
C -0.38 0.05 0.14
O 1.08 -0.19 0.55
O 0.18 -0.35 0.49
S 0.47 -0.62 1.68
C 0.31 0.07 -0.18
C -0.10 0.04 0.10
C -0.18 -0.08 -0.02
C -0.15 -0.04 0.16
C -0.09 0.21 0.00
C -0.11 0.00 0.15
O -0.12 0.68 -0.07
O 0.03 -0.53 -0.46
H -0.17 -0.10 -0.14
H 0.11 -0.02 -0.04
H 0.12 -0.26 0.25
H 0.07 -0.09 0.03
H 0.05 -0.18 -0.13
H -0.03 0.03 -0.50
H -0.03 0.24 -0.09
H 0.00 0.19 0.17
H -0.05 -0.08 -0.06
H -0.21 -0.31 0.02
H -0.22 0.04 0.29
H -0.04 0.33 0.11
H 0.08 0.06 -0.12
C -0.02 0.15 0.04
N -0.38 0.15 0.12
C 0.27 -0.07 -0.03
C 1.03 -0.24 0.34
C -0.74 0.08 -0.79
C -0.16 -0.16 0.11
C 0.36 0.10 0.40
C -0.15 -0.68 -0.25
C -0.36 0.29 0.33
C -0.72 0.05 0.01
C -0.03 -0.41 0.64
C -0.36 0.31 0.04
C 0.93 -0.36 0.63
C 0.06 0.43 0.01
N 0.21 -0.17 0.50
C -0.10 -0.19 0.07
C 0.04 -0.09 -0.43
C -0.34 0.29 -1.01
C -0.32 -0.18 -0.08
C 0.27 0.84 -0.14
C -0.02 0.16 0.41
H 0.22 -0.04 0.15
H 0.00 0.14 -0.21
H -0.08 -0.20 -0.07
H -0.24 -0.27 -0.03
H -0.12 0.29 -0.19
H -0.28 -0.24 0.00
H -0.08 0.19 -0.09
H 0.06 0.15 -0.25
H 0.27 -0.17 0.01
H 0.27 -0.17 -0.32
H -0.18 0.12 0.18
H -0.08 0.06 -0.16
H 0.21 -0.17 0.05
H 0.08 0.15 0.01
H 0.07 0.15 0.17
H 0.06 -0.24 0.12
H 0.13 -0.29 0.14
H 0.01 0.12 -0.03
H 0.17 -0.22 -0.10
H 0.08 0.22 -0.44
H 0.07 0.13 -0.03

***

[3]
A structure of composition C33H34N5O3STc. Source: OMol25; level of theory: ωB97M-V/def2-TZVPD.

Summary:
- Spin multiplicity: 2
- Energy: -2256.204775 a.u.
- Charge: +1
- Expectation value of S²: 0.7594
- Relative energy (zero: lowest compared OMol25 entry of this formula, charge and spin): 0.0 kJ/mol
- Orbital gap (alpha / beta): 6.2 / 6.1 eV

Each line ends with the Mulliken charge.
Geometry (Å):
Tc 1.04454 -0.53520 -1.06111  0.8439
C -0.47695 7.79811 5.25944  -0.8660
O 0.25524 6.62106 4.95258  -0.4148
C -0.37900 5.43532 5.06725  0.7883
C -1.70791 5.28459 5.45217  -0.3799
C -2.24527 4.00835 5.55757  -0.6673
C -1.49431 2.89518 5.22423  0.0777
C -0.15229 3.04609 4.87008  0.0235
C 0.40065 4.30335 4.79892  -0.7636
N -2.14079 1.62709 5.40350  -0.5389
N -2.06399 0.70514 4.58200  -0.3305
C -1.55101 0.86598 3.24976  0.1426
C -2.08348 1.73699 2.33583  -0.7114
C -1.64173 1.76401 0.99661  -0.4513
C -0.65677 0.90598 0.59499  0.9778
O -0.16234 0.85192 -0.67917  -0.8377
C -0.13459 -0.02666 1.50831  0.7072
N 0.80715 -0.87601 1.00679  -0.1244
C 1.32445 -1.79621 1.79774  -0.3708
C 0.94302 -1.91826 3.14310  -1.0383
C 0.00100 -1.06842 3.66096  -0.5489
C -0.57165 -0.07750 2.83611  0.2511
H 0.21024 8.62488 5.10933  0.2359
H -0.81518 7.78995 6.29781  0.3595
H -1.33478 7.91270 4.59290  0.3512
H -2.32008 6.13988 5.69487  0.4233
H -3.26517 3.87127 5.89199  0.4290
H 0.46924 2.17947 4.68766  0.4179
H 1.44350 4.44401 4.54926  0.4480
H -2.85863 2.42385 2.64808  0.5013
H -2.06443 2.46733 0.29220  0.5398
H 2.04816 -2.46826 1.35463  0.4714
H 1.39397 -2.69091 3.74794  0.4405
H -0.31820 -1.15083 4.69137  0.5801
C 2.41262 -3.34269 -3.80189  -1.3697
C 1.91419 -4.40526 -2.82063  0.1420
C 2.72583 -4.39245 -1.52450  -1.2855
C 0.42159 -4.34321 -2.56517  0.0458
C -0.38851 -5.40518 -2.95054  -1.0515
C -1.75333 -5.39535 -2.71623  -1.2782
C -2.34515 -4.30789 -2.09008  -0.7361
C -1.58882 -3.21032 -1.70275  0.2369
C -2.19740 -1.97799 -1.06560  2.1764
C -3.51414 -2.24683 -0.34415  -2.0380
C -2.38957 -0.87938 -2.11780  -1.1235
C -0.21416 -3.26095 -1.95694  0.8758
O 0.55408 -2.19680 -1.56159  0.1903
H 3.44296 -3.55157 -4.09154  0.4711
H 2.39913 -2.34264 -3.35844  0.0435
H 1.80317 -3.31800 -4.70636  0.3599
H 2.08553 -5.37725 -3.29097  0.6732
H 2.60699 -3.45107 -0.98845  -0.0262
H 3.78697 -4.51780 -1.74505  0.4342
H 2.41988 -5.20435 -0.86379  0.3792
H 0.07050 -6.26020 -3.43125  0.4392
H -2.35842 -6.23941 -3.01804  0.4006
H -3.41035 -4.31566 -1.90671  0.3542
H -1.48943 -1.61712 -0.30979  -0.5575
H -4.30602 -2.51508 -1.04458  0.4233
H -3.83848 -1.34745 0.18068  0.4428
H -3.41720 -3.05038 0.38631  0.4350
H -3.15396 -1.18284 -2.83517  0.4335
H -1.47031 -0.68831 -2.67556  0.0238
H -2.70643 0.05576 -1.65439  0.3333
C 3.86985 2.54538 -5.60728  -1.2185
C 3.00109 1.74200 -4.70058  0.9597
C 1.69877 1.38213 -5.04522  -1.0253
C 0.95595 0.66216 -4.13451  -0.2836
N 1.49588 0.30015 -2.97173  0.2872
C 2.76316 0.69525 -2.72030  0.5380
S 3.18203 0.17219 -1.07181  -0.4385
N 3.52534 1.39849 -3.51160  -0.5656
H 3.48530 2.56383 -6.62412  0.3695
H 4.88274 2.14777 -5.59742  0.3608
H 3.91992 3.57056 -5.23478  0.2895
H 1.27914 1.65988 -6.00036  0.3647
H -0.06359 0.35363 -4.32502  0.5484

Force components x, y, z for each atom (eV/Å):
Tc -0.54 0.44 0.22
C 0.00 0.00 0.00
O 0.01 0.00 -0.01
C 0.06 -0.08 0.00
C 0.01 -0.04 0.00
C 0.01 0.11 -0.01
C -0.23 -0.05 -0.18
C -0.08 -0.15 -0.08
C -0.05 0.12 0.02
N 0.32 -0.21 0.03
N -0.30 0.24 -0.16
C 0.29 0.02 0.35
C -0.04 0.09 0.13
C 0.11 -0.04 -0.08
C -0.07 0.01 -0.04
O 0.09 0.09 0.08
C 0.05 0.07 0.02
N -0.08 -0.21 -0.01
C -0.03 0.03 0.06
C 0.04 -0.02 -0.09
C -0.01 0.04 0.03
C 0.02 -0.02 -0.02
H -0.01 0.00 0.00
H 0.00 0.01 0.00
H 0.00 0.00 0.00
H -0.01 0.00 0.00
H -0.01 0.00 0.01
H -0.01 -0.06 -0.05
H 0.00 0.00 0.00
H 0.02 0.02 0.02
H -0.02 0.00 0.00
H 0.03 0.01 0.00
H 0.00 -0.01 0.00
H -0.01 -0.01 0.01
C -0.03 0.18 0.01
C 0.01 -0.03 0.04
C 0.06 -0.07 0.02
C 0.05 0.02 -0.12
C -0.02 -0.01 0.07
C -0.03 0.02 0.02
C 0.02 -0.02 -0.07
C 0.03 0.03 0.04
C -0.05 -0.02 -0.02
C 0.02 -0.01 0.03
C -0.01 -0.03 -0.03
C -0.03 0.09 0.06
O 0.38 -0.29 -0.16
H 0.00 -0.03 0.00
H -0.03 -0.07 0.00
H 0.00 -0.03 -0.01
H 0.00 0.02 -0.01
H 0.02 0.04 0.01
H 0.00 0.00 0.01
H -0.01 0.00 0.01
H 0.00 0.00 -0.01
H -0.01 0.00 0.00
H -0.01 0.00 0.01
H -0.01 -0.01 -0.02
H -0.01 0.00 -0.01
H 0.00 0.01 0.01
H 0.00 -0.01 0.00
H 0.00 -0.02 0.00
H -0.01 0.01 0.00
H 0.00 0.01 0.00
C -0.01 0.00 -0.01
C -0.01 0.02 -0.05
C 0.01 0.02 -0.04
C 0.04 -0.12 0.03
N 0.12 0.02 0.07
C -0.09 0.11 -0.04
S 0.08 -0.18 -0.16
N 0.00 -0.08 0.06
H 0.00 0.00 0.00
H 0.01 0.00 0.00
H 0.01 0.00 0.01
H -0.01 0.02 0.00
H -0.01 0.01 0.00